60
Properties=species:S:1:pos:R:3 method="wB97M-V/def2-TZVPD" total_energy_ha=-1083.04881 smiles=CCO.CCO.CCO.CCO.CCO.CCO.O.O homo_energy_ev=-9.737 orbital_gap_ev=9.986
C -4.396 2.361 -0.164
C -4.341 1.078 0.642
O -4.120 1.356 2.058
H -3.401 2.706 -0.444
H -4.889 3.153 0.399
H -4.929 2.078 -1.072
H -3.550 0.427 0.270
H -5.307 0.576 0.576
H -4.905 1.872 2.259
C 5.049 -0.361 -0.798
C 3.782 0.451 -0.591
O 3.026 -0.234 0.401
H 5.703 0.095 -1.543
H 4.789 -1.332 -1.222
H 5.647 -0.526 0.098
H 3.295 0.610 -1.556
H 4.129 1.458 -0.342
H 2.149 0.173 0.438
C -0.274 -0.274 -1.778
C -0.302 1.000 -0.918
O 0.358 0.751 0.344
H 0.727 -0.523 -2.126
H -0.915 -0.109 -2.647
H -0.733 -1.118 -1.264
H -1.325 1.339 -0.746
H 0.222 1.826 -1.399
H -0.300 0.513 1.010
C -0.544 -4.299 -2.598
C 0.673 -4.223 -3.510
O 1.010 -2.891 -3.763
H -1.328 -3.644 -2.977
H -0.227 -4.114 -1.571
H -0.927 -5.320 -2.547
H 0.540 -4.788 -4.435
H 1.479 -4.715 -2.964
H 0.247 -2.500 -4.198
C 0.170 -1.028 3.405
C -1.168 -0.909 2.593
O -1.435 0.477 2.486
H 0.810 -0.148 3.368
H 0.725 -1.939 3.186
H -0.159 -1.049 4.446
H -1.990 -1.437 3.077
H -1.052 -1.444 1.647
H -2.358 0.715 2.620
C 1.693 3.514 3.565
C 2.042 3.648 2.089
O 0.855 3.648 1.283
H 2.587 3.713 4.159
H 1.278 2.530 3.786
H 0.980 4.277 3.876
H 2.749 2.908 1.712
H 2.516 4.623 1.958
H 0.755 2.720 1.048
O 2.235 -2.723 -1.036
H 2.463 -1.800 -0.883
H 2.015 -2.768 -1.970
O -3.752 -0.468 -2.555
H -4.683 -0.299 -2.398
H -3.386 0.389 -2.786

70
Properties=species:S:1:pos:R:3 method="wB97M-V/def2-TZVPD" total_energy_ha=-2783.01639 homo_energy_ev=-9.571 orbital_gap_ev=9.567
O 1.427 2.710 -1.755
S 1.700 2.981 -3.123
O 2.810 2.379 -3.763
F 1.858 4.518 -3.263
N 0.327 2.781 -4.092
Cl -0.324 1.241 -3.664
C -0.637 3.928 -3.969
C -2.097 3.566 -4.173
C -2.853 3.225 -2.900
Cl -2.965 4.640 -1.825
H -0.344 4.621 -4.754
H -0.521 4.460 -3.028
H -2.229 2.785 -4.917
H -2.573 4.453 -4.588
H -3.866 2.924 -3.145
H -2.407 2.404 -2.353
C 3.579 -0.166 -1.510
O 3.034 -0.953 -2.565
H 3.850 -0.835 -0.696
H 4.475 0.360 -1.848
H 2.844 0.556 -1.147
H 2.805 -0.350 -3.278
C 6.210 -1.810 1.612
O 5.520 -3.057 1.614
H 6.930 -1.836 2.425
H 6.744 -1.662 0.669
H 5.517 -0.981 1.774
H 4.882 -3.046 0.896
C -5.522 1.728 -0.832
O -4.866 0.929 -1.823
H -5.525 2.758 -1.178
H -6.553 1.396 -0.694
H -4.982 1.669 0.116
H -4.864 0.020 -1.515
C -8.712 1.568 1.192
O -8.752 2.455 0.079
H -7.904 1.876 1.851
H -9.652 1.603 1.746
H -8.527 0.543 0.860
H -9.471 2.161 -0.490
C 6.333 -5.768 3.938
O 5.791 -6.585 2.899
H 6.637 -6.417 4.755
H 7.204 -5.215 3.577
H 5.582 -5.066 4.305
H 5.524 -5.993 2.191
C 10.618 -4.726 2.463
O 9.275 -4.256 2.456
H 11.105 -4.303 3.338
H 10.658 -5.816 2.531
H 11.159 -4.402 1.569
H 8.836 -4.628 1.687
C -8.698 -0.029 -2.645
O -9.896 -0.113 -1.870
H -8.616 0.981 -3.036
H -7.828 -0.237 -2.015
H -8.721 -0.735 -3.478
H -9.955 -1.009 -1.529
C -6.863 5.252 -1.335
O -8.072 5.068 -0.612
H -6.858 6.273 -1.710
H -5.983 5.106 -0.702
H -6.812 4.566 -2.188
H -8.115 4.159 -0.289
C 6.808 -3.877 7.165
O 5.713 -4.783 7.107
H 7.014 -3.554 6.147
H 6.569 -2.999 7.771
H 7.703 -4.359 7.568
H 5.522 -5.077 8.001

63
Properties=species:S:1:pos:R:3 method="wB97M-V/def2-TZVPD" total_energy_ha=-1159.46565 smiles=CCO.CCO.CCO.CCO.CCO.CCO.O.O.O homo_energy_ev=-9.224 orbital_gap_ev=9.391
C -1.380 2.929 0.309
C -1.491 4.255 -0.473
O -1.171 3.988 -1.807
H -0.345 2.660 0.519
H -1.885 2.128 -0.230
H -1.865 3.100 1.270
H -0.879 5.065 -0.076
H -2.469 4.736 -0.442
H -1.125 4.842 -2.242
C -3.259 -2.265 1.432
C -3.384 -0.852 0.757
O -4.518 -0.811 -0.076
H -3.298 -3.077 0.705
H -4.162 -2.430 2.020
H -2.354 -2.406 2.023
H -2.462 -0.597 0.234
H -3.411 -0.037 1.480
H -4.352 -1.371 -0.838
C 0.254 -4.855 1.969
C 0.053 -3.876 0.822
O 0.138 -2.527 1.397
H -0.684 -5.338 2.243
H 0.938 -4.480 2.730
H 0.762 -5.708 1.518
H -0.906 -4.135 0.371
H 0.837 -3.978 0.072
H -0.230 -1.877 0.794
C 3.334 0.577 -1.204
C 4.108 -0.479 -0.493
O 3.932 -0.279 0.891
H 2.257 0.615 -1.042
H 3.548 0.474 -2.268
H 3.765 1.527 -0.888
H 5.160 -0.392 -0.761
H 3.661 -1.455 -0.680
H 4.751 0.033 1.283
C 1.342 -0.660 -4.082
C 0.202 -1.594 -4.481
O 0.324 -1.879 -5.821
H 1.202 0.367 -4.417
H 2.300 -1.114 -4.335
H 1.383 -0.594 -2.995
H -0.779 -1.182 -4.246
H 0.326 -2.530 -3.937
H 0.229 -1.035 -6.269
C -0.662 2.584 3.826
C -1.071 1.099 3.501
O 0.093 0.359 3.501
H 0.021 3.021 3.098
H -0.144 2.651 4.782
H -1.580 3.170 3.884
H -1.515 1.036 2.507
H -1.682 0.701 4.310
H 0.751 0.748 2.920
O 0.151 1.627 -2.287
H 0.788 2.031 -2.876
H -0.288 2.366 -1.866
O 1.899 1.545 1.792
H 2.304 2.409 1.872
H 2.610 0.972 1.506
O -0.186 -0.286 -0.346
H 0.308 0.237 0.285
H -0.193 0.244 -1.143

87
Properties=species:S:1:pos:R:3 method="wB97M-V/def2-TZVPD" charge=-1 total_energy_ha=-2481.34388 homo_energy_ev=-7.444 orbital_gap_ev=8.999
C -2.070 -30.119 8.738
C -3.531 -29.934 9.072
O -4.338 -30.918 8.993
O -3.834 -28.820 9.272
H -2.020 -29.552 7.809
H -1.843 -31.175 8.593
H -1.343 -29.699 9.434
C -0.720 -30.857 4.768
O 0.420 -30.546 4.927
N -1.642 -31.138 5.643
N -1.284 -31.317 3.708
H -2.485 -31.648 5.421
H -1.730 -30.675 6.536
H -0.706 -31.201 2.889
H -2.265 -31.378 3.476
C -7.205 -27.325 9.656
O -8.360 -26.938 9.686
N -6.118 -26.551 9.596
N -6.883 -28.582 9.584
H -5.236 -27.032 9.494
H -6.131 -25.750 10.211
H -7.600 -29.283 9.462
H -5.898 -28.762 9.450
C -4.108 -26.235 12.554
O -4.275 -25.121 13.065
N -3.631 -26.464 11.373
N -4.531 -27.327 12.982
H -3.411 -27.366 10.976
H -3.437 -25.614 10.864
H -4.128 -28.034 12.384
H -5.184 -27.531 13.725
C 0.202 -33.751 11.318
O 1.331 -33.984 10.957
N -0.673 -33.129 10.549
N -0.299 -34.137 12.488
H -0.542 -33.043 9.551
H -1.656 -33.056 10.771
H 0.390 -34.464 13.150
H -1.078 -33.642 12.898
C 1.913 -29.764 10.770
O 1.354 -28.792 10.284
N 1.243 -30.715 11.452
N 3.187 -29.961 11.017
H 1.833 -31.250 12.072
H 0.293 -30.566 11.764
H 3.329 -30.863 11.448
H 3.892 -29.300 10.721
C -0.317 -26.089 6.777
O -0.275 -25.498 7.802
N -0.121 -25.725 5.597
N -0.283 -27.398 6.815
H 0.049 -24.748 5.402
H -0.403 -26.304 4.819
H -0.120 -27.741 7.751
H -0.422 -27.935 5.971
C -4.205 -26.112 6.357
O -4.441 -25.578 5.234
N -3.541 -25.580 7.304
N -4.691 -27.306 6.607
H -3.366 -26.294 7.996
H -2.701 -25.115 6.993
H -4.776 -27.715 7.526
H -5.342 -27.607 5.895
C 1.799 -32.209 7.974
O 2.343 -32.590 9.003
N 0.966 -31.203 7.861
N 1.767 -32.805 6.809
H 0.617 -30.837 6.987
H 0.329 -30.876 8.575
H 2.235 -33.653 6.521
H 1.221 -32.304 6.123
C -7.034 -31.319 6.504
O -7.727 -31.770 5.532
N -7.281 -31.579 7.718
N -6.040 -30.514 6.382
H -6.755 -31.225 8.504
H -8.187 -32.012 7.830
H -5.617 -30.332 5.484
H -5.383 -30.486 7.148
C -4.928 -34.074 9.961
O -5.447 -35.077 10.561
N -4.013 -33.228 10.440
N -5.368 -33.686 8.800
H -3.907 -33.234 11.445
H -4.056 -32.353 9.938
H -5.839 -34.424 8.297
H -4.909 -32.942 8.295

Copy entry 1 word for word.
60
Properties=species:S:1:pos:R:3 method="wB97M-V/def2-TZVPD" total_energy_ha=-1083.04881 smiles=CCO.CCO.CCO.CCO.CCO.CCO.O.O homo_energy_ev=-9.737 orbital_gap_ev=9.986
C -4.396 2.361 -0.164
C -4.341 1.078 0.642
O -4.120 1.356 2.058
H -3.401 2.706 -0.444
H -4.889 3.153 0.399
H -4.929 2.078 -1.072
H -3.550 0.427 0.270
H -5.307 0.576 0.576
H -4.905 1.872 2.259
C 5.049 -0.361 -0.798
C 3.782 0.451 -0.591
O 3.026 -0.234 0.401
H 5.703 0.095 -1.543
H 4.789 -1.332 -1.222
H 5.647 -0.526 0.098
H 3.295 0.610 -1.556
H 4.129 1.458 -0.342
H 2.149 0.173 0.438
C -0.274 -0.274 -1.778
C -0.302 1.000 -0.918
O 0.358 0.751 0.344
H 0.727 -0.523 -2.126
H -0.915 -0.109 -2.647
H -0.733 -1.118 -1.264
H -1.325 1.339 -0.746
H 0.222 1.826 -1.399
H -0.300 0.513 1.010
C -0.544 -4.299 -2.598
C 0.673 -4.223 -3.510
O 1.010 -2.891 -3.763
H -1.328 -3.644 -2.977
H -0.227 -4.114 -1.571
H -0.927 -5.320 -2.547
H 0.540 -4.788 -4.435
H 1.479 -4.715 -2.964
H 0.247 -2.500 -4.198
C 0.170 -1.028 3.405
C -1.168 -0.909 2.593
O -1.435 0.477 2.486
H 0.810 -0.148 3.368
H 0.725 -1.939 3.186
H -0.159 -1.049 4.446
H -1.990 -1.437 3.077
H -1.052 -1.444 1.647
H -2.358 0.715 2.620
C 1.693 3.514 3.565
C 2.042 3.648 2.089
O 0.855 3.648 1.283
H 2.587 3.713 4.159
H 1.278 2.530 3.786
H 0.980 4.277 3.876
H 2.749 2.908 1.712
H 2.516 4.623 1.958
H 0.755 2.720 1.048
O 2.235 -2.723 -1.036
H 2.463 -1.800 -0.883
H 2.015 -2.768 -1.970
O -3.752 -0.468 -2.555
H -4.683 -0.299 -2.398
H -3.386 0.389 -2.786